{
  "formula": "C7H5ClO3",
  "method": "ωB97M-V/def2-TZVPD",
  "max_force_ev_per_a": 10.44,
  "de_lowest_kcal_mol": 0.0,
  "total_energy_ha": -955.587829,
  "lumo_ha": 0.0077,
  "gap_ev": 9.609,
  "smiles": "O=C(O)c1ccc(Cl)cc1O",
  "total_charge": 0,
  "species": ["O", "C", "O", "C", "C", "C", "C", "Cl", "C", "C", "O", "H", "H", "H", "H", "H"],
  "positions_angstrom": [[-3.042, -1.200, -0.847], [-2.435, -0.819, 0.118], [-2.902, -0.912, 1.425], [-1.000, -0.217, 0.054], [-0.712, 0.580, -1.076], [0.451, 1.029, -1.436], [1.576, 0.742, -0.519], [3.149, 1.362, -0.820], [1.397, -0.068, 0.607], [0.080, -0.556, 0.831], [-0.203, -1.301, 1.989], [-2.174, -0.687, 2.220], [-1.516, 0.744, -1.547], [0.567, 1.878, -2.350], [2.040, -0.464, 1.142], [0.583, -1.455, 2.464]]
}

{
  "formula": "C3H6OS2",
  "method": "ωB97M-V/def2-TZVPD",
  "max_force_ev_per_a": 1.34,
  "de_lowest_kcal_mol": 39.2,
  "total_energy_ha": -989.466099,
  "lumo_ha": 0.0143,
  "gap_ev": 8.730,
  "total_charge": 0,
  "species": ["C", "C", "C", "O", "S", "S", "H", "H", "H", "H", "H", "H"],
  "positions_angstrom": [[-0.037, 0.941, -0.568], [-0.789, 0.214, 0.469], [-1.093, -1.084, 0.414], [-0.781, -1.963, -0.549], [1.854, 1.013, -0.208], [2.495, -0.782, 0.186], [-0.319, 1.988, -0.632], [-0.100, 0.481, -1.554], [-1.080, 0.770, 1.345], [-1.674, -1.552, 1.196], [-0.087, -1.613, -1.126], [1.611, 1.586, 1.026]]
}

{
  "formula": "C3H8N2O2S",
  "method": "ωB97M-V/def2-TZVPD",
  "s_squared": 2.0105,
  "max_force_ev_per_a": 9.09,
  "de_lowest_kcal_mol": 21.7,
  "total_energy_ha": -777.044605,
  "multiplicity": 3,
  "lumo_ha": [-0.0013, -0.0533],
  "gap_ev": [6.284, 8.445],
  "total_charge": 0,
  "species": ["C", "C", "C", "N", "N", "O", "O", "S", "H", "H", "H", "H", "H", "H", "H", "H"],
  "positions_angstrom": [[0.541, -0.145, -0.185], [-1.165, -1.494, -0.965], [-0.229, -1.871, 1.198], [-0.242, -1.194, 0.146], [-0.209, 3.128, 0.098], [2.507, 1.567, 0.423], [1.208, -0.064, -1.392], [2.305, 0.168, 0.050], [-2.224, -1.277, -0.788], [-0.892, -0.752, -1.790], [-1.122, -2.588, -1.229], [-0.651, 2.784, 0.869], [-1.081, -2.340, 1.713], [0.605, -1.559, 1.817], [-0.106, 2.364, -0.521], [0.757, 3.273, 0.555]]
}